12
Properties=species:S:1:pos:R:3 method="wB97M-V/def2-TZVPD" e_above_lowest_kcal_mol=120.9 gap_ev=8.408 homo_ev=-8.42 molar_mass_da=99.1 e_lumo_ev=-0.010
N -0.623 -1.484 0.748
C -0.280 -0.106 0.419
C -0.795 0.683 1.419
O -0.399 1.922 1.116
N 0.358 1.952 -0.062
C 0.449 0.712 -0.479
N 1.231 0.401 -1.595
H -1.263 -1.977 0.120
H 0.152 -2.107 0.992
H -1.125 -1.075 1.635
H 0.751 -0.178 -2.273
H 1.545 1.257 -2.041

---

12
Properties=species:S:1:pos:R:3 method="wB97M-V/def2-TZVPD" smiles=Nc1cn(O)cn1 e_above_lowest_kcal_mol=71.8 gap_ev=8.787 homo_ev=-8.25 molar_mass_da=99.1 e_lumo_ev=0.533
N -0.116 0.125 2.343
C -0.117 -0.016 0.929
C 0.335 0.813 -0.060
N 0.153 0.038 -1.241
O 0.187 0.551 -2.552
C -0.285 -1.199 -0.915
N -0.457 -1.289 0.392
H -0.729 -0.650 2.682
H -0.556 0.972 2.709
H 0.837 1.774 -0.118
H 1.237 0.797 -2.523
H -0.489 -1.916 -1.649

---

12
Properties=species:S:1:pos:R:3 method="wB97M-V/def2-TZVPD" e_above_lowest_kcal_mol=114.8 gap_ev=8.176 homo_ev=-7.44 molar_mass_da=99.1 e_lumo_ev=0.736
O 0.018 -2.347 1.458
C 0.535 -1.414 0.565
C -0.181 -0.227 0.226
N -0.885 0.797 0.822
C -0.669 1.794 0.011
N 0.111 1.467 -1.066
N 0.201 0.086 -1.028
H -0.711 -2.797 1.018
H 1.579 -1.207 0.798
H -1.005 2.814 0.169
H 0.048 1.908 -1.972
H 0.958 -0.873 -1.000

---

12
Properties=species:S:1:pos:R:3 method="wB97M-V/def2-TZVPD" e_above_lowest_kcal_mol=123.4 gap_ev="8.651 / 8.649" homo_ev="-8.51 / -8.51" molar_mass_da=99.1 e_lumo_ev="0.142 / 0.141"
O -1.967 0.990 -0.332
C -1.852 -0.232 0.307
C -0.383 -0.336 0.189
N -0.076 0.887 -0.398
N 1.648 0.481 -0.498
C 1.732 -0.568 0.261
N 0.555 -1.158 0.582
H -0.222 1.102 -1.373
H -2.357 -1.075 -0.203
H -2.168 -0.268 1.367
H 2.428 1.123 -0.588
H 2.662 -0.946 0.687

---

12
Properties=species:S:1:pos:R:3 method="wB97M-V/def2-TZVPD" smiles=Nc1nc(O)c[nH]1 e_above_lowest_kcal_mol=14.2 gap_ev=8.416 homo_ev=-7.67 molar_mass_da=99.1 e_lumo_ev=0.743
N 1.204 -1.208 1.439
C 0.463 -0.435 0.547
N 0.922 0.573 -0.164
C -0.170 1.029 -0.859
O -0.106 2.030 -1.770
C -1.297 0.332 -0.561
N -0.866 -0.635 0.346
H 2.095 -1.512 1.065
H 0.687 -1.990 1.815
H 0.627 2.612 -1.542
H -2.314 0.422 -0.900
H -1.447 -1.362 0.728

---

12
Properties=species:S:1:pos:R:3 method="wB97M-V/def2-TZVPD" smiles="Nc1c[nH]c(=O)[nH]1" e_above_lowest_kcal_mol=15.5 gap_ev=8.545 homo_ev=-7.77 molar_mass_da=99.1 e_lumo_ev=0.777
N -1.984 -0.026 -0.584
C -0.670 -0.082 -0.123
C -0.019 -0.882 0.767
N 1.261 -0.321 0.928
C 1.479 0.711 0.063
O 2.497 1.343 -0.144
N 0.230 0.877 -0.549
H -2.104 -0.155 -1.581
H -2.633 -0.589 -0.054
H 0.032 -1.955 0.763
H 1.885 -0.567 1.676
H 0.027 1.647 -1.162

---

12
Properties=species:S:1:pos:R:3 method="wB97M-V/def2-TZVPD" smiles=Nc1conc1N e_above_lowest_kcal_mol=81.1 gap_ev=10.092 homo_ev=-9.31 molar_mass_da=99.1 e_lumo_ev=0.784
N 0.454 -0.315 1.707
C -0.058 0.150 0.476
C -1.133 0.909 0.679
O -1.608 1.416 -0.465
N -0.773 0.940 -1.504
C 0.158 0.199 -0.939
N 1.200 -0.354 -1.670
H 0.316 -1.275 1.959
H 1.284 0.120 2.065
H -1.190 0.857 1.802
H 1.375 -1.325 -1.445
H 1.083 -0.231 -2.668

---

12
Properties=species:S:1:pos:R:3 method="wB97M-V/def2-TZVPD" smiles=OCc1c[nH]nn1 e_above_lowest_kcal_mol=97.9 gap_ev=10.340 homo_ev=-9.64 molar_mass_da=99.1 e_lumo_ev=0.701
O 1.913 0.481 -0.278
C 1.157 -0.812 -0.092
C -0.136 -0.315 -0.096
C -0.570 0.885 -0.026
N -1.958 0.727 -0.194
N -2.204 -0.554 -0.184
N -1.048 -1.291 -0.038
H 2.789 0.624 0.181
H 1.408 -1.130 1.049
H 1.420 -1.702 -0.767
H -0.003 1.866 0.338
H -2.767 1.219 0.107

---

12
Properties=species:S:1:pos:R:3 method="wB97M-V/def2-TZVPD" smiles=Cc1noc(N)n1 e_above_lowest_kcal_mol=49.8 gap_ev=9.874 homo_ev=-9.19 molar_mass_da=99.1 e_lumo_ev=0.682
C -2.232 -0.193 -0.084
C -0.793 0.132 0.024
N -0.420 1.386 -0.093
O 0.969 1.313 0.120
C 1.286 0.068 -0.035
N 2.575 -0.253 -0.196
N 0.203 -0.740 0.203
H -2.642 -0.266 0.978
H -2.185 -1.130 -0.551
H -2.845 0.487 -0.622
H 2.783 -1.179 -0.036
H 3.300 0.376 0.292

---

12
Properties=species:S:1:pos:R:3 method="wB97M-V/def2-TZVPD" smiles="[H]/N=C1/NN=CCO1" e_above_lowest_kcal_mol=53.4 gap_ev=9.799 homo_ev=-9.05 molar_mass_da=99.1 e_lumo_ev=0.750
H -0.560 2.205 1.816
N 0.281 2.132 1.280
C 0.239 1.044 0.633
N 1.212 0.688 -0.285
N 1.092 -0.346 -1.190
C 0.143 -1.144 -1.056
C -0.868 -1.030 -0.004
O -0.716 0.103 0.811
H 1.961 1.366 -0.428
H -0.034 -2.033 -1.711
H -1.864 -1.019 -0.470
H -0.885 -1.966 0.606

---

13
Properties=species:S:1:pos:R:3 method="wB97M-V/def2-TZVPD" smiles="O=c1[nH]ncn1CS" e_above_lowest_kcal_mol=53.0 gap_ev=9.548 homo_ev=-8.82 molar_mass_da=131.2 e_lumo_ev=0.732
O 0.001 -1.334 -2.056
C 0.463 -1.179 -1.000
N 1.198 -1.746 -0.108
N 1.499 -1.030 1.052
C 0.818 0.043 1.013
N 0.184 0.355 -0.112
C -0.804 1.348 -0.388
S -2.003 1.734 0.854
H 1.762 -2.517 -0.264
H 0.877 0.699 1.850
H -1.314 0.850 -1.339
H -0.274 2.262 -0.542
H -2.406 0.515 1.040

---

12
Properties=species:S:1:pos:R:3 method="wB97M-V/def2-TZVPD" e_above_lowest_kcal_mol=87.1 gap_ev=9.407 homo_ev=-9.01 molar_mass_da=115.2 e_lumo_ev=0.394
C 2.140 -0.988 -0.508
C -0.870 1.401 0.696
C -2.289 0.020 0.440
H 3.112 -0.699 -1.280
H 2.266 -0.848 0.564
H 1.811 -2.076 -0.692
H -0.322 2.276 0.713
H -3.370 -0.484 0.158
N -0.357 0.323 -0.029
N -2.201 1.238 0.939
N -1.166 -0.732 -0.115
S 1.245 0.570 -0.887